[1]
Entry from the OMol25 dataset: a molecular structure, C37H53AlBCl2CsLiN4O14S at a distorted geometry (wB97M-V/def2-TZVPD).

The geometry in XYZ format:
```
115
Properties=species:S:1:pos:R:3:forces:R:3
Cs -4.036751 3.695423 3.398031 -4.5 1.5 2.8
Cl -6.436751 -0.259840 -8.286179 -0.1 0.1 -1.4
Cl -9.236751 -2.393024 0.721407 -0.5 0.4 0.1
S -6.602005 -3.066081 -0.075095 1.1 -0.2 0.2
Al 5.863249 0.506780 0.203884 1.4 1.4 0.9
O -4.733500 -2.674438 -5.019754 -2.9 7.1 1.9
O 4.843545 3.794043 9.025506 0.2 0.1 -0.1
O -1.365735 -4.260890 -4.787336 0.8 0.7 -0.2
O -2.756520 -5.565631 -3.726950 -0.8 -0.6 0.4
O 0.366592 1.318595 -0.421113 -0.9 2.0 -2.8
O 0.703721 -7.357440 -2.696490 -0.1 0.1 0.2
O 0.100990 0.003193 -3.844285 -2.9 1.0 1.7
O 2.407103 -4.465814 -6.631189 1.1 0.9 -1.2
O 2.407078 -6.688039 -3.827489 0.8 0.6 0.0
O 0.978978 -8.024799 -4.723204 0.0 0.0 -0.2
O 3.828634 -3.871119 -8.321205 -0.9 -0.2 1.0
O 4.406116 -2.147354 -2.218441 1.9 1.5 1.9
O -0.521583 3.297853 -1.566870 -0.4 -8.7 1.5
O -3.534862 -4.024791 -4.777519 0.3 -4.6 0.7
N -5.979154 -0.518117 -5.713030 5.3 -0.9 4.6
N -3.959233 -0.427676 -3.936478 3.9 2.4 3.1
N 0.167988 4.360215 5.901334 0.0 0.0 0.8
N 1.363219 -7.356720 -3.749047 -0.6 -0.4 0.2
C 4.823320 -3.341995 -1.444467 0.4 -1.6 0.4
C -3.128271 0.356010 1.637653 1.3 1.4 1.8
C -3.853987 2.197255 -0.526853 0.5 0.6 0.3
C 1.990565 -5.383854 -8.754397 -0.5 0.0 -0.3
C 1.677696 4.228281 7.780353 -0.1 0.1 0.1
C -1.289701 0.197324 -3.406722 -3.3 0.3 0.7
C -0.608934 1.961671 -1.337336 0.3 6.4 -0.7
C 6.798746 4.519279 10.146082 0.4 -0.3 0.4
C -3.419140 1.258971 -1.796957 1.9 -2.2 -2.7
C 0.679874 4.692998 8.630944 0.0 0.0 0.0
C -2.347775 0.077342 3.085874 0.2 3.6 -1.2
C -2.460000 -0.573991 -4.258653 0.4 2.1 2.6
C 3.396123 0.088982 -0.088981 -0.5 0.3 -0.2
C -6.100721 0.568801 -2.451436 -0.7 0.3 -0.4
C -5.962891 -2.049773 -1.558940 0.6 -0.5 -0.1
C -0.781360 4.807853 6.752045 0.7 -0.3 -0.5
C -3.147601 1.819677 0.902261 2.9 0.1 3.5
C -0.574970 4.990544 8.110049 0.1 0.0 0.0
C 0.761210 -5.531655 -7.894021 -0.8 -0.2 -0.2
C -6.728574 -0.604420 -1.497909 -0.8 -0.9 -0.2
C 5.152453 -0.956627 -1.783599 -1.7 -0.8 -1.3
C 5.829755 4.135293 8.041603 -0.1 -0.3 -0.2
C 5.333030 4.184475 10.315932 -0.4 0.1 0.3
C -2.339464 3.044216 1.705684 2.7 -4.8 -0.3
C -1.788735 1.153641 -2.155878 -1.5 -2.5 -1.5
C 1.376724 4.081412 6.435825 -0.8 0.2 -0.4
C 2.791784 1.459515 0.579465 -0.4 -0.1 0.0
C 6.844486 5.024196 8.727032 0.1 0.6 -0.3
C -3.902676 -0.926201 0.973189 0.1 0.7 0.6
C 1.311973 -5.371125 -6.501250 -0.8 -0.9 0.8
C 2.849937 -4.480613 -7.922649 1.1 0.4 0.0
C 4.100364 0.315347 -1.569677 0.2 -1.0 0.1
C -4.489418 0.416367 -2.768961 2.8 1.0 0.2
C -1.548021 2.767145 3.148425 0.5 -3.7 -1.4
C 1.586778 2.171532 -0.310231 1.5 1.1 0.4
C -2.489887 -4.598396 -4.449434 3.7 -0.6 -0.1
C -1.515412 1.280646 3.895574 -2.5 0.8 -4.8
B -4.881441 -1.207904 -4.904747 -4.1 -0.9 -2.9
Li 6.463249 -0.915244 -4.270521 0.0 -0.5 -0.8
H -2.399110 -1.017985 3.550823 0.1 2.7 -1.2
H -5.004739 2.278896 -0.332139 2.1 -0.6 -0.8
H 2.122927 3.725444 5.731000 0.0 0.0 0.1
H 7.158750 5.242810 10.881868 -0.1 -0.1 -0.1
H -6.151252 -0.990938 -6.629205 -0.6 0.5 -0.4
H 4.394216 -3.330807 -0.342671 0.6 0.1 -2.4
H 2.665851 3.987042 8.155345 0.0 0.0 0.0
H 1.364838 3.204235 0.234084 0.2 -2.3 -1.3
H -5.473047 -3.700023 0.534638 -0.5 0.9 -1.3
H -1.744465 5.022988 6.298387 0.0 0.1 0.1
H -4.800925 -2.011709 -1.433021 -2.1 0.3 -0.5
H 5.994678 -3.368046 -1.341193 -2.1 0.0 -0.4
H 5.347394 4.627382 7.192110 -0.1 -0.1 0.1
H 5.957872 -0.717381 -2.625920 -1.2 0.0 2.1
H 6.288701 3.204544 7.691691 0.1 0.0 -0.1
H 2.616263 -0.805280 -0.106667 1.8 1.9 -0.1
H 2.506046 -6.337978 -8.894899 0.1 0.1 -0.1
H -0.956322 3.631477 3.705453 -1.3 -1.8 -1.3
H -0.942317 1.083101 4.910950 -1.4 0.6 -2.4
H -5.761701 0.498597 -5.820993 -0.8 -1.2 -0.4
H -4.070164 -1.834747 1.729528 0.6 2.2 -1.6
H -1.373345 5.355504 8.746176 0.1 0.0 -0.1
H 5.784343 -1.172192 -0.804097 -1.0 -0.3 -1.9
H -6.224999 -2.700013 -2.509267 0.5 1.7 1.8
H 0.759051 0.500631 -3.276967 -1.6 -0.6 -0.7
H 4.273695 -0.272047 0.634490 -2.2 -0.1 -0.6
H 1.685822 -6.314976 -6.090706 -0.1 0.2 0.0
H -3.269560 -1.283879 0.055345 -1.4 0.7 1.7
H -4.580307 -3.054170 -4.098712 -0.8 1.0 -1.8
H 3.273522 0.311620 -2.417983 2.0 0.0 1.7
H 1.753544 -4.925793 -9.717420 0.4 -0.2 0.0
H -2.116289 -1.260388 -5.172223 -1.1 1.5 2.2
H -6.858502 -0.259989 -0.379890 0.4 -0.7 -2.2
H 6.509856 6.067747 8.693842 0.1 -0.1 0.0
H 3.682727 2.243651 0.646369 -1.9 -1.3 -0.2
H 2.045555 2.403511 -1.383203 -1.3 -0.4 2.2
H 4.760903 5.061072 10.638855 0.0 0.0 0.1
H 4.753861 1.290735 -1.626447 -1.5 -1.3 -0.1
H -7.836751 -0.799231 -1.897363 2.4 0.5 1.1
H 7.402987 3.608673 10.235674 -0.1 0.1 0.1
H 5.167388 3.375988 11.033289 -0.1 0.0 -0.2
H -4.974352 -0.565304 0.671242 2.1 -0.8 0.3
H 4.446646 -4.294368 -2.050370 0.7 2.2 1.4
H 0.569252 -4.955213 -5.814226 0.4 -0.1 -0.1
H -6.345171 1.603540 -1.907709 1.1 -2.2 -1.3
H 2.428839 1.273187 1.694167 0.7 0.2 -2.5
H 7.836694 4.968610 8.272117 -0.1 0.0 0.0
H 0.234578 -6.478141 -8.042254 0.1 0.2 0.2
H -3.492843 3.303337 -0.794784 -0.7 -2.4 0.6
H 0.060323 -4.716645 -8.112035 0.0 -0.1 0.0
H -2.258531 4.141752 1.287910 -0.2 -2.4 0.6
H 0.878818 4.822353 9.690821 0.0 0.0 -0.1
H -6.774701 0.597517 -3.436664 2.1 -0.2 1.9
```
Positions in Å, forces in eV/Å.

charge	+1
orbital gap	0.9647	eV

Atomic partial charges in e from the Löwdin method, atoms 1 to 8:
1 Cs 1.2764
2 Cl -0.2944
3 Cl -0.5544
4 S 0.5054
5 Al 0.9562
6 O 0.0632
7 O -0.1693
8 O 0.1602

***

[2]
Entry from the OMol25 dataset: a molecular structure, C37H53BMnN7OPSi4Te at a distorted geometry (wB97M-V/def2-TZVPD).

The geometry in XYZ format:
```
106
Properties=species:S:1:pos:R:3:forces:R:3
Te 0.380576 0.242129 -1.503472 -0.8 0.5 -0.5
Mn 1.250758 -1.582413 0.631689 2.0 0.0 -0.4
P 1.007097 0.323251 1.997715 -0.1 0.5 0.6
Si -0.690973 2.150375 -4.815814 0.1 0.1 -0.2
Si -1.520837 0.651515 -3.172400 0.3 -0.1 0.0
Si -2.798508 -1.288923 -3.617406 -0.1 -0.3 0.0
Si -3.180881 2.875996 0.549171 -0.1 0.0 -0.2
O -0.807168 -3.226022 0.223905 0.0 -0.2 -0.1
N 4.072406 -2.162839 0.344617 0.3 -0.2 -0.1
N -0.507605 -2.136346 1.032966 -2.3 -1.1 0.3
N 1.708078 -3.094233 -0.942991 -0.4 0.2 0.5
N 1.943991 -3.013983 2.227583 -0.1 0.1 -0.2
N 2.662833 -3.974852 -0.583093 0.2 -0.2 -0.1
N 2.997366 -3.786007 1.910398 0.2 -0.1 0.2
N 3.163394 -1.170462 0.307166 0.5 0.4 -0.1
C 4.487445 0.323406 4.097630 0.0 0.1 0.1
C -1.395426 -1.904437 1.925132 0.2 0.0 -0.3
C -0.694692 1.385086 0.130532 0.1 0.1 0.1
C -1.380356 -0.898264 2.969666 0.1 0.4 0.5
C -0.714769 3.812824 -0.483407 0.0 0.1 -0.1
C -2.972054 3.936729 2.085097 0.0 -0.2 -0.2
C 3.406787 -0.018886 3.300259 -0.1 -0.1 0.0
C -4.251953 3.750469 -0.733146 0.1 -0.1 0.3
C 3.829674 -0.039948 0.062022 0.1 -0.1 0.0
C 0.429773 1.750602 1.046117 0.2 -0.1 -0.1
C -0.521052 0.922165 4.282081 0.0 -0.1 -0.1
C -2.567638 -0.134743 4.945731 0.0 0.1 0.1
C 5.296905 -1.666553 0.127110 0.0 0.1 0.0
C 1.600947 -4.875564 -2.294450 -0.1 0.0 0.0
C 5.191170 -0.300343 -0.062962 0.0 0.0 0.0
C 2.500471 -4.247466 4.011439 -0.1 0.0 0.1
C 2.458384 2.162153 3.638175 0.0 0.0 0.0
C 1.635515 -3.279968 3.494606 0.1 -0.1 0.0
C -3.905798 1.182585 0.955722 0.1 0.2 0.0
C 0.311619 3.539442 -4.020931 -0.2 -0.3 0.1
C 4.553678 1.583998 4.670987 0.0 0.0 0.0
C 0.488432 3.969615 0.078225 0.0 0.2 -0.2
C -1.737200 -2.405332 -4.719542 -0.1 0.2 0.1
C -2.458711 -0.979348 3.863278 0.1 -0.2 -0.3
C 1.062281 -3.628692 -1.972990 0.1 0.0 -0.1
C -4.423640 -0.842592 -4.466641 0.3 0.1 0.1
C 2.619162 -5.054557 -1.378900 -0.1 0.0 -0.1
C 2.379807 0.893748 3.055997 0.1 -0.2 -0.1
C 3.534303 2.497810 4.443654 0.0 0.1 0.0
C 1.060452 2.931071 0.908127 -0.2 -0.3 0.1
C -1.583695 0.816614 5.164488 -0.1 0.0 0.0
C -0.393490 0.085756 3.175690 -0.1 0.0 0.0
C -3.167021 -2.160070 -1.979493 0.1 0.2 -0.1
C 0.442190 1.118846 -5.925500 -0.2 0.0 0.2
C -2.141675 2.867502 -5.789891 0.1 -0.2 0.1
C 3.352023 -4.538931 2.963535 0.0 0.0 0.0
C -1.512046 2.568896 -0.367634 0.0 -0.1 0.1
B 3.675095 -3.648659 0.532425 -0.3 0.3 -0.1
H -2.623715 4.936382 1.820047 0.0 0.0 0.0
H 1.168167 0.571549 -5.320428 0.0 0.0 0.0
H -4.249116 -0.312722 -5.404951 0.0 0.0 0.0
H -3.217003 -1.735612 3.695412 0.0 0.0 0.0
H -3.740526 0.476556 0.136246 0.0 0.0 0.0
H -2.259130 3.502929 2.789844 0.0 0.0 0.0
H -1.178493 4.634955 -1.018530 0.1 0.0 -0.1
H -0.335432 4.318203 -3.615215 0.0 0.0 0.0
H 1.687900 2.899568 3.462690 0.0 0.0 0.1
H -5.035171 -0.201305 -3.829399 0.0 0.0 0.0
H -4.438045 3.104199 -1.594031 0.0 0.0 0.0
H -0.129454 0.391520 -6.505420 0.0 0.0 0.0
H 4.641324 -4.341599 0.461669 0.1 -0.1 0.0
H 1.994544 3.140532 1.409155 0.0 0.0 0.1
H -3.929334 4.042251 2.600258 0.0 0.0 0.0
H 0.821244 -2.768793 3.986052 0.0 0.0 0.0
H 3.315046 0.905310 -0.015104 -0.1 0.0 0.0
H -5.217824 4.042480 -0.316754 0.0 0.0 0.0
H -3.764145 4.658892 -1.094340 0.0 0.0 0.0
H -1.587107 -3.685167 0.573393 -0.1 0.1 0.0
H -2.722016 2.082900 -6.279630 0.0 0.0 0.0
H 0.971888 4.002993 -4.756572 0.0 0.0 -0.1
H 3.356677 -1.008617 2.862930 0.0 0.0 0.0
H 5.280289 -0.392319 4.269923 0.0 0.0 0.0
H 1.291837 -5.541958 -3.080413 0.0 0.0 0.0
H -3.464631 0.764923 1.861664 0.0 0.0 0.0
H 0.927458 3.156081 -3.205538 0.0 0.0 0.0
H -1.640863 1.470699 6.024394 0.0 0.0 0.0
H 3.572592 3.481226 4.894133 0.0 0.0 0.0
H -2.293401 -2.111486 -1.327811 0.0 0.0 0.0
H -2.127147 -3.424093 -4.773983 -0.1 0.0 0.0
H 3.308149 -5.872244 -1.246939 0.0 0.1 0.0
H -3.402991 -3.213947 -2.145221 0.0 0.0 -0.1
H 1.030414 4.900908 -0.024034 0.0 0.0 0.0
H -2.820423 3.425639 -5.142137 0.0 0.0 0.0
H 6.159322 -2.311640 0.116431 0.0 0.0 0.0
H -2.260259 -2.566430 1.938157 0.0 0.0 0.1
H 0.996878 1.742808 -6.629558 0.0 0.1 0.0
H 5.395915 1.857146 5.292767 0.0 0.0 0.0
H -1.323445 0.617271 0.578980 -0.1 0.0 -0.1
H -1.691756 -2.009251 -5.735916 0.0 0.0 0.0
H -5.000499 -1.742064 -4.690459 0.0 0.0 0.0
H -3.407959 -0.223325 5.620921 0.0 0.0 0.0
H -4.012422 -1.701475 -1.461660 0.0 0.0 0.0
H 0.249462 -3.100858 -2.445016 0.0 0.0 0.1
H 0.235046 1.665417 4.472617 0.1 0.1 0.0
H 4.177001 -5.228880 2.901469 0.0 0.0 0.0
H -4.982947 1.262401 1.116500 0.0 0.0 0.0
H -1.890745 2.328975 -1.381515 -0.1 0.0 0.2
H -1.784576 3.549229 -6.564652 0.0 0.0 0.0
H 5.982851 0.399909 -0.261509 0.0 0.0 0.0
H 2.504280 -4.665190 5.002770 0.0 0.0 0.0
H -0.713134 -2.457032 -4.343958 0.0 0.0 0.0
```
Positions in Å, forces in eV/Å.

multiplicity	5
⟨S²⟩	6.03
charge	+1
orbital gap (spin up / spin down)	6.3076 / 6.5730	eV

Atomic partial charges in e from the Löwdin method, atoms 1 to 8:
1 Te 1.0089
2 Mn 0.3508
3 P 1.0736
4 Si 0.3274
5 Si 0.3709
6 Si 0.3267
7 Si 0.5675
8 O -0.0409

***

Number 1: E_tot -4325.8845 Ha. Number 2: E_tot -4843.3555 Ha.